The following is a DFT calculation (the ωB97M-V functional and the def2-TZVPD basis) of 9 unconnected molecules or ions with the total composition C34H36Cl10O16 at a distorted geometry.

Summary:
HOMO energy = -9.52 eV
HOMO-LUMO gap = 7.900 eV
DFT total energy = -193823.4643 eV

The geometry in ORCA input format:
```
! wB97M-V def2-TZVPD RIJCOSX def2/J DEFGRID3
* xyz 0 1
C 13.1401 10.9344 20.5542
C 13.5454 10.9447 19.2606
C 14.7476 10.1576 18.8414
O 15.1384 10.3250 17.7156
C 15.3805 9.2115 19.7487
C 15.0252 9.2516 21.0385
C 13.9405 10.1294 21.4945
O 13.6515 10.0307 22.6946
O 15.5323 8.5853 22.0398
O 13.0799 11.6663 18.3182
H 12.1787 11.3670 20.9153
H 16.2557 8.7510 19.3661
H 14.8786 8.6433 22.8035
H 13.6880 11.4919 17.5525
C 12.1623 20.1724 16.6735
C 12.4429 19.5896 17.8346
C 11.6173 19.6586 19.0846
O 12.1494 19.2216 20.0865
C 10.3527 20.3379 19.0533
C 10.0073 20.9592 17.9382
C 10.8596 20.8460 16.6737
O 10.4411 21.3347 15.6408
O 8.9281 21.7668 17.8356
O 13.5929 18.8637 17.9615
H 12.7961 20.0440 15.8022
H 9.7021 20.4976 19.9527
H 8.7777 22.0408 16.9290
H 13.6383 18.5686 18.9101
C 16.8662 18.3817 17.7703
C 16.5282 17.2909 17.1415
C 16.6224 15.8667 17.6910
O 16.0048 14.9368 17.2189
C 17.3629 15.7105 18.9813
C 17.8961 16.8360 19.4925
C 17.5077 18.1612 19.0183
O 17.8557 19.1160 19.7330
O 18.4962 16.9561 20.6474
O 16.0224 17.4382 15.9529
H 16.7930 19.3773 17.3323
H 17.3263 14.7608 19.4058
H 18.7052 17.8927 20.8090
H 15.4800 16.6238 15.7734
C 12.4410 15.5897 23.6088
C 12.6475 16.2313 22.4502
C 13.6619 15.8607 21.3748
O 13.8366 16.6247 20.4334
C 14.4011 14.6350 21.5724
C 14.1270 13.9702 22.7227
C 13.1395 14.3560 23.8112
O 13.0670 13.6556 24.8318
O 14.7904 12.9085 23.0307
O 11.9428 17.3173 22.1638
H 11.7675 15.8611 24.3481
H 15.3055 14.4262 21.0637
H 14.5032 12.5247 23.8658
H 12.0610 17.7799 21.3114
Cl 13.8155 12.0198 14.5305
C 15.5774 11.5792 14.2288
C 16.4917 12.7741 14.5978
Cl 16.4920 13.9773 13.2786
H 15.6589 11.3292 13.1825
H 15.7526 10.7131 14.8307
H 17.5404 12.4071 14.6596
H 16.3101 13.0954 15.6274
Cl 10.3114 18.4294 12.8490
C 9.8331 20.1855 12.8379
C 10.2154 20.6444 11.4721
Cl 10.4856 22.4107 11.4007
H 10.3060 20.7419 13.5911
H 8.7329 20.1736 13.0510
H 9.4210 20.3635 10.7228
H 11.1330 20.1544 11.2052
Cl 12.8560 17.0380 15.2549
C 12.0001 15.7248 16.0030
C 11.9794 15.8546 17.4662
Cl 10.5880 16.9320 18.0774
H 12.4594 14.8379 15.6205
H 10.9696 15.7625 15.6397
H 12.8873 16.1940 17.8998
H 11.7925 14.9145 17.9358
Cl 8.2875 13.8077 15.8168
C 7.3327 14.4575 14.4160
C 6.8115 15.8506 14.7302
Cl 6.5292 16.6358 13.2078
H 6.5283 13.7959 14.0653
H 8.0900 14.4152 13.6308
H 7.5388 16.3037 15.3951
H 5.8996 15.7631 15.2493
Cl 13.5897 18.3027 10.6194
C 13.6420 16.5954 10.2988
C 12.3896 16.1950 9.5800
Cl 12.2171 14.4486 9.5563
H 13.7385 16.0421 11.2967
H 14.5144 16.3971 9.6113
H 12.3230 16.5296 8.5403
H 11.5654 16.7077 10.0987
*
```


The following is a DFT calculation (the ωB97M-V functional and the def2-TZVPD basis) of C2H5NS2 in the gas phase at a distorted geometry.

Summary:
HOMO energy = -8.51 eV
HOMO-LUMO gap = 8.965 eV
DFT total energy = -25314.1535 eV

The geometry in ORCA input format:
```
! wB97M-V def2-TZVPD RIJCOSX def2/J DEFGRID3
* xyz 0 1
C -1.7435 1.3074 0.0324
C 0.5966 0.8875 0.0365
H -1.3526 2.3172 0.0849
H -2.2328 1.1005 0.9448
H -2.4018 0.9636 -0.8301
H 0.3837 -1.4197 0.0660
H 0.8057 1.9163 -0.0725
N -0.5670 0.4502 -0.1263
S -0.9857 -1.2888 0.0122
S 1.9637 -0.0361 0.0052
*
```


The following is a DFT calculation (the ωB97M-V functional and the def2-TZVPD basis) of 2 unconnected molecules or ions with the total composition C4H9N4S at a distorted geometry.

Summary:
HOMO energy = -12.52 eV
HOMO-LUMO gap = 8.347 eV
DFT total energy = -21079.7651 eV

The geometry in ORCA input format:
```
! wB97M-V def2-TZVPD RIJCOSX def2/J DEFGRID3
* xyz 1 1
C 2.7083 1.3071 -0.3871
C 1.4356 -0.1376 0.9817
C 2.2762 0.9936 -1.6292
C -0.0417 0.7499 -0.7243
N 2.5328 0.4305 0.6276
N 0.2036 0.2299 0.3129
N -0.6325 1.1557 -1.7921
N -1.8133 -1.3874 2.4932
S 1.2655 -1.4765 1.9754
H 3.1273 2.2304 0.0422
H 2.2983 1.6625 -2.4588
H 1.6667 0.0473 -1.8703
H -2.0021 -2.3611 2.1894
H -1.3590 0.5907 -2.1897
H -0.2331 1.8781 -2.4698
H -2.5523 -0.7203 2.1103
H -0.2846 -1.1231 2.1155
H -1.7470 -1.2743 3.5027
*
```


The following is a DFT calculation (the ωB97M-V functional and the def2-TZVPD basis) of 3 unconnected molecules or ions with the total composition C4H15NO2 at a distorted geometry.

Summary:
HOMO energy (alpha / beta) = -14.00 / -14.00 eV
HOMO-LUMO gap (alpha / beta) = 11.038 / 6.111 eV
DFT total energy = -9967.3884 eV

The geometry in ORCA input format:
```
! wB97M-V def2-TZVPD RIJCOSX def2/J DEFGRID3
* xyz 1 2
C 2.0799 0.6754 0.4065
C 1.2458 -0.2079 1.3245
N 0.3494 -1.0888 0.5410
C -0.2437 -2.2746 1.1282
C -1.0502 -3.0298 0.0628
H 1.5564 1.5833 0.1601
H 3.0796 0.8339 0.7446
H 2.2245 0.1757 -0.5596
H 0.6364 0.3358 2.0399
H 1.8635 -0.8872 1.9194
H 0.8735 -1.2575 -0.3264
H -0.8588 -1.9754 1.9748
H 0.6108 -2.7755 1.6041
H -0.3695 -3.2859 -0.7431
H -1.7206 -2.2573 -0.3209
H -1.5878 -3.9051 0.3967
H -0.4333 4.5821 -1.4713
H -1.2948 5.3615 -0.5435
O -0.7266 4.5784 -0.5513
H -1.5863 1.6921 -1.9079
H -2.3130 1.6266 -3.4131
O -2.3352 1.5003 -2.4654
*
```


The following is a DFT calculation (the ωB97M-V functional and the def2-TZVPD basis) of 13 unconnected molecules or ions with the total composition C13H52N12O13 at a distorted geometry.

Summary:
HOMO energy (alpha / beta) = -11.45 / -11.45 eV
HOMO-LUMO gap (alpha / beta) = 8.788 / 2.696 eV
DFT total energy = -58813.1170 eV

The geometry in ORCA input format:
```
! wB97M-V def2-TZVPD RIJCOSX def2/J DEFGRID3
* xyz 1 2
C 2.5093 -0.4653 3.6341
O 2.6415 0.2420 2.4779
H 3.4134 -1.0490 3.8069
H 2.4841 0.1845 4.5089
H 1.5594 -0.9961 3.6985
H 3.5591 0.4196 2.2585
C 1.6671 -2.2650 -1.6868
O 0.7489 -3.2779 -1.5318
H 2.1497 -2.0877 -0.7256
H 2.3606 -2.2922 -2.5273
H 1.0935 -1.3393 -1.7348
H 0.1363 -3.1689 -0.8007
C 2.5632 3.8127 -0.5275
O 2.6582 3.7327 -1.9023
H 3.4875 3.2892 -0.2832
H 2.6016 4.8466 -0.1844
H 1.7457 3.2596 -0.0651
H 2.1717 2.9839 -2.2547
C 0.9931 -4.0651 3.4536
O 0.2378 -4.1862 4.6922
H 2.0797 -4.0398 3.5350
H 0.7130 -4.9556 2.8908
H 0.6919 -3.2324 2.8180
H -0.7061 -4.2095 4.5191
C -0.7229 1.6352 4.3457
O -0.6616 0.3817 4.9614
H -0.0639 2.3652 4.8158
H -0.3235 1.5673 3.3337
H -1.7000 2.1085 4.2492
H -1.4766 -0.0876 4.7687
C 3.6586 0.4122 -2.8665
O 3.7225 -0.3066 -4.0759
H 3.4596 1.4750 -3.0036
H 2.8275 0.0225 -2.2788
H 4.4326 0.1626 -2.1406
H 4.6253 -0.2061 -4.3863
C -2.3710 -3.9008 0.0904
O -1.1914 -3.3985 0.7652
H -2.8448 -3.0736 -0.4382
H -2.0440 -4.6011 -0.6781
H -3.1786 -4.3278 0.6850
H -1.5120 -2.7749 1.4209
C -1.7694 -1.7636 -4.7655
O -2.9438 -1.3515 -4.7440
N -1.2684 -2.5760 -5.5939
N -0.8559 -1.5099 -3.8472
H -1.8211 -2.6604 -6.4351
H -0.2893 -2.8175 -5.6501
H 0.0517 -1.8917 -4.0724
H -1.0188 -1.1017 -2.9379
C -3.0660 -0.6909 2.4241
O -2.4721 -1.7535 2.4666
N -3.4804 0.0675 3.4082
N -3.3519 -0.0942 1.2797
H -3.3727 -0.2431 4.3632
H -3.6804 1.0424 3.2364
H -3.8235 0.7987 1.2623
H -2.9512 -0.4251 0.4136
C -4.3363 0.2434 -2.3012
O -3.7674 1.3320 -2.3495
N -5.5119 0.0354 -2.8199
N -3.7815 -0.7717 -1.7849
H -5.8672 0.8946 -3.2143
H -5.7486 -0.8891 -3.1507
H -2.8208 -0.5985 -1.5260
H -4.0244 -1.7501 -1.8484
C -0.0694 0.1769 0.3318
O -0.9622 0.0325 -0.4374
N 0.9005 1.0526 0.2482
N 0.0022 -0.3725 1.5032
H 1.6856 0.9762 0.8790
H 0.9407 1.5221 -0.6451
H 0.7777 -0.3309 2.1489
H -0.8104 -0.9355 1.7105
C 0.3570 1.9507 -3.7323
O 1.1383 1.9107 -2.8347
N -0.8773 1.7488 -3.7657
N 0.6618 2.3899 -4.9006
H -1.2833 1.4835 -4.6516
H -1.4006 1.4505 -2.9549
H 1.5282 2.8726 -5.0912
H -0.1302 2.3759 -5.5272
C 2.1633 4.0430 3.3985
O 1.0005 4.1402 3.1272
N 2.7871 2.8979 3.3540
N 2.9015 4.9712 3.8155
H 2.3876 2.1477 2.8084
H 3.5603 2.8510 4.0021
H 3.8006 4.5645 4.0306
H 2.7162 5.9606 3.7326
*
```


Energy above the lowest of the compared OMol25 structures with the same formula, charge and spin (kcal/mol)
22.11; 38.57; 92.08; 10.39; 36.37